69
Properties=species:S:1:pos:R:3:forces:R:3 method="wB97M-V/def2-TZVPD" charge=+1 gap_ev=7.303 e_homo_ev=-10.58 mol_weight_g_mol=480.7
N -0.986098 -1.976186 0.406463 -1.29 0.84 -1.00
C -1.649081 -1.827899 -0.854661 0.35 0.33 0.86
N -2.583451 -0.827982 -1.135579 0.90 -1.26 0.89
C -3.983766 -1.329433 -1.260008 -1.48 0.51 -1.13
C -4.886909 -1.145774 0.005483 0.89 0.47 0.27
C -4.440921 -1.938656 1.277665 -1.07 -0.05 0.22
C -4.883193 -3.460976 1.319540 0.79 0.49 0.74
S -5.556915 -4.112342 -0.256350 1.13 -1.15 -0.13
C -4.170576 -5.092872 -0.877094 0.46 -0.23 -0.90
N -3.866940 -5.405191 -2.137280 -0.86 0.95 2.12
N -2.732075 -6.154081 -2.072102 1.65 -0.85 0.86
C -2.350077 -6.284885 -0.822533 -1.78 0.89 -1.36
O -3.261347 -5.630531 -0.023472 0.24 0.02 0.38
N -1.265460 -2.689469 -1.760128 -0.70 -0.79 -0.20
S -1.854380 -2.708555 -3.386751 -0.01 -0.12 -0.59
H -1.178985 -1.144203 0.970832 0.21 -0.32 -0.06
H -1.446490 -2.760116 0.880430 0.62 -0.03 -0.10
H -2.497026 -0.041503 -0.492542 -0.12 -0.27 -0.07
H -4.459548 -0.717932 -2.071374 0.41 -0.59 0.60
H -3.961474 -2.368843 -1.656517 0.03 0.74 0.51
H -5.951425 -1.348564 -0.271838 0.94 -0.04 0.20
H -4.867641 -0.054639 0.274366 0.03 -0.83 -0.28
H -3.351629 -1.878705 1.487574 -0.71 0.16 -0.38
H -4.941436 -1.441495 2.148684 0.52 -0.41 -0.66
H -3.999123 -4.048129 1.669942 -0.96 0.10 -0.48
H -5.667143 -3.590897 2.099958 0.43 -0.02 -0.79
H -1.489769 -6.799859 -0.375022 -0.70 0.40 -0.34
H -0.561684 -3.398164 -1.511093 0.09 0.29 0.26
H -2.166513 -4.042631 -3.575106 0.26 0.70 0.76
C 1.745987 -6.755247 -0.311669 -0.36 0.17 0.12
C 1.805682 -5.370749 -0.896096 0.04 0.08 -0.06
O 0.892163 -4.578336 -0.743504 -0.30 -0.04 -0.14
C 3.037009 -5.002640 -1.675317 -0.23 0.36 -0.04
H 0.805271 -6.882992 0.223682 0.09 0.01 0.02
H 1.799630 -7.497746 -1.109640 0.21 -0.02 0.06
H 2.569279 -6.898690 0.389567 0.07 -0.12 -0.14
H 3.147122 -5.668808 -2.532676 0.15 -0.10 0.12
H 3.916822 -5.069377 -1.033397 0.04 -0.18 -0.10
H 2.944475 -3.978790 -2.036883 0.01 -0.06 0.03
C 0.513668 0.455942 -2.456670 0.13 0.03 0.32
C 0.783266 1.624478 -3.374454 0.13 0.33 -0.04
O 1.345021 2.614319 -2.969301 -0.07 -0.17 -0.06
C 0.324874 1.504351 -4.805133 0.10 0.24 -0.03
H 0.898503 0.684205 -1.461635 0.02 0.02 -0.07
H -0.561735 0.278605 -2.385490 0.01 -0.11 -0.20
H 1.018607 -0.437140 -2.831499 -0.17 -0.06 -0.05
H -0.758598 1.372783 -4.839771 0.04 -0.19 -0.06
H 0.820682 0.658697 -5.285759 -0.18 -0.09 0.01
H 0.584100 2.414500 -5.344433 -0.01 -0.05 0.06
C 3.131055 5.736904 1.175766 0.02 -0.20 0.34
C 2.184786 4.571269 1.052975 -0.07 -0.05 0.22
O 1.804613 3.958157 2.029163 0.02 -0.01 -0.15
C 1.726691 4.193997 -0.332657 -0.13 -0.18 0.27
H 3.375648 5.895926 2.223956 -0.07 0.04 -0.08
H 4.052077 5.526246 0.627869 -0.09 0.13 -0.18
H 2.660216 6.641004 0.786053 0.14 -0.01 -0.12
H 2.584311 3.916427 -0.945980 -0.08 0.17 -0.13
H 1.193654 5.029585 -0.789552 0.18 0.01 -0.14
H 1.051891 3.341013 -0.270330 0.06 0.05 -0.01
C 4.425020 7.024565 5.751385 -0.15 -0.25 -0.18
C 4.033196 8.027716 4.696590 -0.14 -0.05 -0.20
O 3.388836 7.700167 3.724086 0.10 0.09 0.16
C 4.475337 9.454075 4.900837 -0.15 0.08 -0.28
H 4.041361 6.042417 5.475839 0.01 0.07 0.00
H 5.512547 6.968251 5.825924 -0.02 0.11 0.18
H 3.997739 7.310660 6.714104 0.19 0.05 0.05
H 5.565025 9.504446 4.937974 -0.03 0.03 0.20
H 4.050360 9.846839 5.826255 0.19 -0.02 0.07
H 4.124886 10.063482 4.068337 0.01 -0.06 0.04